Record 1
Density functional theory data (the ωB97M-V functional and the def2-TZVPD basis) for a 6-piece molecular cluster, CH13NO6 overall at a distorted geometry.

lowest unoccupied orbital energy	0.0097	Ha
E_tot	-552.01282	Ha
gap between HOMO and LUMO	10.53	eV
relative energy (zero: lowest compared OMol25 entry of this formula, charge and spin)	3.408	eV

Each line ends with the natural charge from an NBO analysis.
Atoms and positions in Å:
O -1.35 0.55 0.00  -0.91
O -0.91 -2.88 0.48  -0.98
O 1.83 -0.06 0.02  -0.62
O 0.83 -1.87 -2.33  -0.94
O -0.76 0.71 -3.54  -0.96
O -1.59 1.67 3.15  -0.95
N 1.48 1.58 1.49  -0.83
C 2.30 0.57 1.00  0.51
H -1.69 0.52 -3.31  0.48
H 0.97 -0.99 -2.36  0.48
H 1.73 2.32 2.10  0.39
H -1.57 -3.43 -0.05  0.49
H 0.55 1.64 1.05  0.40
H 1.03 -2.22 -1.50  0.46
H 3.30 0.46 1.24  0.15
H -2.21 0.16 0.18  0.48
H -0.01 -2.65 0.03  0.49
H -1.23 1.23 2.17  0.46
H -1.48 1.51 0.40  0.45
H -0.86 1.28 3.80  0.48
H -0.35 -0.09 -4.02  0.48

***

Record 2
Density functional theory data (the ωB97M-V functional and the def2-TZVPD basis) for one molecule with the formula C4H8O2 at a distorted geometry.

lowest unoccupied orbital energy	0.0175	Ha
E_tot	-307.58749	Ha
gap between HOMO and LUMO	9.68	eV
relative energy (zero: lowest compared OMol25 entry of this formula, charge and spin)	3.400	eV

Each line ends with the natural charge from an NBO analysis.
Atoms and positions in Å:
O -0.97 1.09 -1.01  -0.64
O 0.76 -0.93 -1.30  -0.64
C 1.14 -0.07 -0.32  0.07
C 0.28 0.11 0.88  -0.28
C -0.83 -0.88 1.07  -0.61
C 0.06 1.18 -0.13  0.07
H 2.15 0.34 -0.39  0.19
H -0.71 0.44 -1.83  0.38
H 0.60 2.13 -0.10  0.19
H 0.05 -0.45 -1.96  0.38
H -1.44 -0.93 0.16  0.23
H 0.82 0.43 1.77  0.23
H -1.49 -0.57 1.89  0.22
H -0.44 -1.88 1.27  0.22